Computed, not measured: a molecular structure, C36H34BiN11S3, with wB97M-V/def2-TZVPD.

Last column: Mulliken charge in e.
Geometry (Å):
Bi1 0.260 -0.011 0.128  0.952
C1 1.943 -1.372 3.200  -1.037
N1 0.601 -1.779 2.776  1.133
C2 -0.292 -1.762 3.925  -1.351
C3 0.589 -2.980 2.002  -0.217
C4 -0.026 -4.146 2.445  -0.126
C5 -0.057 -5.284 1.648  -0.915
C6 0.533 -5.270 0.396  -0.909
C7 1.131 -4.106 -0.065  0.370
C8 1.164 -2.956 0.715  -0.916
N2 1.663 -1.741 0.200  1.017
C9 3.004 -1.565 -0.059  0.113
C10 3.955 -2.593 0.067  -1.090
C11 5.298 -2.365 -0.173  -0.867
C12 5.756 -1.108 -0.539  -0.984
C13 4.837 -0.077 -0.642  -0.481
C14 3.489 -0.289 -0.404  0.232
N3 2.552 0.831 -0.466  1.313
C15 2.621 1.528 -1.766  -1.206
C16 2.801 1.790 0.627  -1.129
H1 2.323 -2.026 3.996  0.397
H2 1.899 -0.352 3.593  0.258
H3 2.641 -1.400 2.370  0.187
H4 0.064 -2.405 4.742  0.391
H5 -1.293 -2.082 3.647  0.490
H6 -0.352 -0.741 4.304  0.080
H7 -0.489 -4.178 3.421  0.408
H8 -0.545 -6.177 2.014  0.428
H9 0.511 -6.152 -0.232  0.415
H10 1.558 -4.060 -1.060  0.520
H11 3.627 -3.581 0.358  0.394
H12 5.996 -3.187 -0.070  0.405
H13 6.805 -0.930 -0.733  0.400
H14 5.180 0.916 -0.908  0.298
H15 3.587 2.025 -1.883  0.313
H16 1.828 2.272 -1.814  0.322
H17 2.486 0.804 -2.565  0.440
H18 3.794 2.240 0.541  0.392
H19 2.739 1.274 1.587  0.332
H20 2.050 2.581 0.585  0.380
N4 -3.923 1.729 -0.186  0.727
C17 -5.165 1.767 -0.856  0.180
C18 -5.351 2.532 -1.996  -0.700
C19 -6.597 2.542 -2.608  -0.706
C20 -7.657 1.833 -2.062  -0.593
C21 -7.471 1.093 -0.901  -0.466
C22 -6.215 1.033 -0.319  0.771
S1 -5.868 0.004 1.070  -0.238
N5 -4.679 0.922 1.901  -0.646
C23 -3.872 1.602 1.183  0.801
C24 -2.760 2.353 1.853  -0.213
C25 -2.604 3.712 1.607  -0.242
C26 -1.563 4.383 2.223  -0.641
C27 -0.709 3.670 3.051  -0.694
C28 -0.944 2.317 3.231  -0.256
N6 -1.948 1.661 2.651  -0.033
H21 -3.145 2.228 -0.605  -0.407
H22 -4.527 3.098 -2.414  0.339
H23 -6.736 3.118 -3.514  0.414
H24 -8.629 1.854 -2.537  0.374
H25 -8.292 0.542 -0.460  0.424
H26 -3.286 4.224 0.942  0.434
H27 -1.415 5.441 2.053  0.439
H28 0.122 4.150 3.551  0.442
H29 -0.296 1.726 3.871  0.342
S2 0.083 -0.693 -2.309  -0.472
C29 -0.806 0.583 -3.125  0.837
C30 -1.201 0.225 -4.455  -0.335
N7 -1.501 -0.099 -5.517  -0.487
C31 -1.111 1.809 -2.636  0.616
S3 -0.750 2.416 -1.047  -0.355
C32 -1.850 2.719 -3.470  -0.367
N8 -2.460 3.483 -4.077  -0.564
N9 -4.155 -2.030 3.014  -0.309
C33 -3.454 -2.269 1.862  -0.257
C34 -2.463 -1.363 1.445  -0.382
N10 -1.756 -1.588 0.356  0.829
C35 -1.999 -2.697 -0.352  -0.537
C36 -2.957 -3.587 0.087  -0.902
N11 -3.684 -3.388 1.186  -0.647
H30 -4.264 -1.057 3.269  0.372
H31 -4.981 -2.597 3.124  0.249
H32 -2.252 -0.468 2.021  0.829
H33 -1.421 -2.856 -1.251  0.432
H34 -3.150 -4.497 -0.468  0.443

Force components x, y, z for each atom (eV/Å):
-0.053 0.036 -0.080
-0.010 0.012 -0.009
-0.012 -0.018 -0.020
-0.004 0.004 -0.012
0.035 0.038 0.016
-0.012 -0.009 -0.008
0.001 0.007 -0.008
-0.004 -0.011 0.003
-0.003 0.019 -0.007
-0.011 -0.037 0.018
0.031 0.042 -0.001
-0.021 0.027 -0.008
-0.002 -0.004 -0.001
-0.002 0.005 -0.004
-0.007 -0.005 0.005
0.009 0.001 -0.009
-0.037 -0.021 0.013
0.041 -0.028 0.056
0.000 -0.001 0.010
0.000 -0.006 -0.005
-0.001 -0.001 0.001
0.003 -0.014 -0.001
0.004 0.005 0.009
-0.001 -0.001 0.000
-0.023 0.008 -0.009
-0.002 -0.001 -0.002
0.001 -0.002 -0.004
0.000 0.001 0.000
0.001 0.002 0.001
0.000 0.000 0.000
-0.007 -0.001 0.000
0.000 0.002 0.000
-0.002 -0.001 0.001
0.001 -0.005 0.001
-0.005 -0.003 -0.004
-0.006 0.004 0.001
-0.005 -0.002 -0.003
-0.001 0.001 -0.003
-0.002 -0.002 0.000
-0.005 0.001 0.003
-0.061 0.083 0.051
0.043 -0.039 0.049
0.005 0.005 0.008
-0.024 0.001 -0.008
0.017 0.007 0.000
0.010 -0.002 0.000
-0.012 -0.002 -0.034
0.021 0.061 -0.010
-0.068 -0.020 0.043
0.056 -0.081 -0.040
-0.003 -0.012 -0.030
-0.001 -0.003 0.012
-0.008 0.001 -0.008
0.003 0.004 0.000
0.003 -0.013 0.000
-0.002 -0.009 0.007
-0.004 -0.003 -0.030
-0.005 -0.004 -0.003
0.002 -0.004 0.000
0.001 0.001 -0.001
0.002 0.001 0.000
0.005 0.004 -0.002
-0.002 -0.001 -0.001
-0.001 0.000 -0.001
-0.004 0.001 -0.005
-0.004 0.034 0.007
0.017 -0.008 0.008
-0.008 -0.018 -0.010
0.007 0.005 0.007
-0.022 0.011 -0.033
0.019 -0.002 -0.016
0.029 0.023 -0.010
-0.008 -0.018 0.009
0.015 -0.013 0.046
-0.018 -0.037 -0.055
0.032 0.019 0.021
0.080 -0.029 0.076
-0.037 -0.017 -0.022
-0.018 0.002 0.012
0.020 0.049 0.004
0.012 -0.004 -0.008
0.002 0.004 0.001
0.012 -0.012 0.013
0.008 -0.004 0.005
0.000 -0.001 0.008

HOMO-LUMO gap = 0.2831 Ha
LUMO energy = 0.0 eV
E_tot = -92621.2228 eV
spin multiplicity = 1



Computed, not measured: a single C5H7NO2 molecule, with wB97M-V/def2-TZVPD.

Last column: natural (NBO) charge in e.
Geometry (Å):
C1 -0.186 -1.234 -1.067  -0.386
C2 1.408 0.145 0.415  0.821
C3 0.004 -0.136 -0.068  -0.288
C4 -1.075 0.138 0.916  0.164
C5 -0.109 0.344 -1.476  -0.376
O1 1.421 0.484 1.719  -0.687
N1 -1.901 1.057 0.710  -0.608
O2 2.426 0.004 -0.211  -0.595
H1 2.342 0.562 2.018  0.501
H2 -2.586 1.189 1.452  0.345
H3 -1.160 -1.663 -1.245  0.228
H4 0.646 -1.906 -1.217  0.233
H5 -0.993 -0.457 1.839  0.168
H6 0.766 0.579 -2.060  0.239
H7 -1.003 0.895 -1.723  0.241

Force components x, y, z for each atom (eV/Å):
-0.048 1.975 -0.950
0.253 -1.386 0.592
0.856 0.866 0.006
0.505 0.098 0.594
-0.275 -2.365 -0.254
-0.141 0.214 0.310
-0.590 0.388 -0.316
-0.328 0.177 -0.181
-0.069 0.058 -0.265
0.127 -0.233 0.114
-0.148 0.015 0.577
0.185 0.300 -0.402
-0.298 0.053 -0.194
0.230 0.251 0.466
-0.258 -0.412 -0.097

HOMO-LUMO gap = 0.3983 Ha
LUMO energy = 0.7 eV
E_tot = -10882.4352 eV
SMILES = [H]/N=C/C1(C(=O)O)CC1
spin multiplicity = 1



Computed, not measured: a molecular structure, C6H9N, with wB97M-V/def2-TZVPD.

Last column: natural (NBO) charge in e.
Geometry (Å):
C1 1.829 0.272 -0.131  -0.416
C2 0.528 -0.761 -0.326  -0.223
C3 -0.703 -0.489 -0.719  -0.334
C4 -0.818 1.101 -0.473  -0.233
C5 -1.383 -0.537 0.534  -0.173
C6 0.787 0.225 0.895  -0.102
H1 2.571 -0.440 0.177  0.225
H2 2.147 0.982 -0.919  0.229
H3 0.771 -1.736 0.121  0.216
H4 -0.972 -0.878 -1.608  0.224
H5 -1.791 1.807 -0.622  0.234
H6 0.120 1.499 -1.181  0.190
H7 -2.548 -0.484 0.359  0.192
H8 -1.188 -1.293 1.152  0.178
H9 1.247 -0.009 1.795  0.205
N1 -0.598 0.741 0.947  -0.410

Force components x, y, z for each atom (eV/Å):
-1.892 -1.034 -2.832
11.831 -1.362 4.097
-4.760 4.636 -2.236
1.153 1.537 -3.551
-4.874 2.496 0.636
-1.966 -0.404 -1.143
0.797 0.331 0.105
-0.494 -0.284 0.830
-0.067 -0.089 -1.138
-1.598 -1.546 -2.807
2.209 -2.340 0.132
-2.466 0.078 2.376
2.037 0.675 0.974
0.706 -3.267 2.620
-0.172 -0.974 1.912
-0.443 1.548 0.023

HOMO-LUMO gap = 0.3506 Ha
LUMO energy = 1.1 eV
E_tot = -7851.2811 eV
spin multiplicity = 1



Computed, not measured: a single C5H9N3O molecule, with wB97M-V/def2-TZVPD.

Last column: natural (NBO) charge in e.
Geometry (Å):
C1 2.612 0.123 0.939  -0.409
C2 -2.319 0.106 0.593  -0.412
N1 1.281 -0.029 0.441  -0.300
N2 -0.923 0.077 0.258  -0.441
N3 1.015 -0.070 -0.938  -0.444
C3 0.071 0.128 1.187  0.779
C4 -0.371 -0.070 -1.093  0.356
C5 -1.056 -0.149 -2.226  -0.587
O1 0.007 0.193 2.388  -0.634
H1 1.520 -0.804 -1.429  0.384
H2 3.035 1.089 0.654  0.191
H3 3.261 -0.664 0.556  0.191
H4 2.565 0.068 2.022  0.244
H5 -2.857 -0.690 0.061  0.206
H6 -2.763 1.070 0.323  0.202
H7 -2.399 -0.044 1.676  0.242
H8 -0.553 -0.195 -3.176  0.217
H9 -2.127 -0.138 -2.236  0.215

Force components x, y, z for each atom (eV/Å):
-0.103 0.393 -0.222
-0.257 0.034 -0.083
-1.589 -0.316 1.283
0.683 -0.161 -2.146
0.363 0.483 -0.220
2.406 -0.954 -1.281
-0.888 0.283 1.967
-0.138 -0.013 -0.088
-0.285 0.350 0.392
-0.307 0.006 0.292
0.103 0.083 -0.022
0.025 -0.116 0.057
-0.041 -0.074 0.067
0.151 0.138 0.184
-0.012 -0.122 0.055
-0.014 0.039 -0.273
0.168 -0.052 -0.065
-0.266 -0.001 0.103

HOMO-LUMO gap = 0.3154 Ha
LUMO energy = 0.8 eV
E_tot = -11847.8482 eV
SMILES = C=C1NN(C)C(=O)N1C
spin multiplicity = 1